(1)
{
  "formula": "C4H12N4O8",
  "method": "the ωB97M-V functional and the def2-TZVPD basis",
  "elements": ["C", "N", "O", "O", "H", "H", "H", "C", "N", "O", "O", "H", "H", "H", "C", "N", "O", "O", "H", "H", "H", "C", "N", "O", "O", "H", "H", "H"],
  "xyz": [[-9.14746, 13.41669, -12.59602], [-8.41734, 12.13303, -12.73536], [-7.26881, 12.10225, -12.34246], [-9.01097, 11.18866, -13.21465], [-8.70077, 13.98451, -11.78878], [-10.19132, 13.20063, -12.39953], [-9.03810, 13.96046, -13.53062], [-9.81034, 8.37295, -14.74198], [-10.45556, 7.16204, -14.15058], [-10.90181, 7.23788, -13.02494], [-10.42786, 6.15117, -14.81935], [-9.27527, 8.88749, -13.95071], [-10.55660, 9.03477, -15.16465], [-9.12936, 7.98800, -15.49264], [-2.40160, 11.03077, -11.15275], [-3.28305, 11.12609, -12.34356], [-2.76652, 11.43562, -13.40104], [-4.46264, 10.89275, -12.18070], [-1.38283, 11.20994, -11.46818], [-2.54892, 10.05393, -10.70060], [-2.72645, 11.76445, -10.41780], [-5.06558, 14.18177, -13.06065], [-6.26069, 15.05723, -12.98962], [-6.90376, 15.20855, -14.00512], [-6.52120, 15.57417, -11.91935], [-4.37228, 14.60010, -13.78140], [-5.41155, 13.22014, -13.43719], [-4.69002, 14.03903, -12.05724]],
  "atomic_forces_ev_per_a": [[-0.25, 0.22, 0.03], [-0.02, -0.11, 0.31], [0.00, 0.02, -0.13], [0.00, 0.11, -0.10], [0.11, -0.03, 0.01], [0.00, -0.11, -0.07], [0.02, -0.05, -0.04], [0.41, -0.16, 0.17], [0.31, 0.02, 0.20], [-0.14, 0.18, -0.12], [-0.20, -0.11, -0.14], [-0.09, 0.00, 0.04], [-0.21, -0.12, -0.02], [-0.07, 0.19, -0.13], [0.03, -0.02, 0.38], [-0.08, -0.01, -0.08], [-0.10, 0.03, 0.12], [0.16, 0.06, -0.02], [0.04, -0.07, -0.01], [0.06, -0.09, -0.19], [-0.07, 0.12, -0.19], [-0.28, -0.69, -0.21], [0.23, 0.21, 0.40], [-0.12, -0.03, -0.20], [-0.05, -0.11, -0.15], [0.11, 0.19, 0.16], [0.00, 0.07, -0.03], [0.21, 0.27, 0.01]],
  "gap_ha": 0.398,
  "homo_ev": -10.84,
  "relative_energy_kj_mol": 22.8,
  "energy_ha": -980.1678,
  "spin_multiplicity": 1,
  "fmax_ev_per_a": 0.774,
  "smiles": "C[N+](=O)[O-].C[N+](=O)[O-].C[N+](=O)[O-].C[N+](=O)[O-]",
  "charge": 0
}

(2)
{
  "formula": "C4H12N5",
  "method": "the ωB97M-V functional and the def2-TZVPD basis",
  "elements": ["C", "C", "C", "C", "N", "N", "N", "N", "N", "H", "H", "H", "H", "H", "H", "H", "H", "H", "H", "H", "H"],
  "xyz": [[-2.18416, 0.87844, 0.68318], [0.47740, -1.35546, 0.78654], [-0.15220, -0.38587, 1.09185], [1.63294, 0.42581, -1.16004], [-0.91500, 0.63673, 1.46746], [1.10757, -2.21518, 0.01464], [2.92888, 0.68874, -1.07983], [1.16455, -0.41993, -2.16827], [-3.25057, 1.01284, 1.68905], [-1.87497, 1.69520, 0.07929], [-2.25885, 0.00265, 0.01603], [0.85465, 0.71163, -0.55082], [-1.10171, 0.85999, 2.41939], [0.42305, -2.99272, -0.31204], [1.83407, -2.71698, 0.60479], [3.34080, 1.11743, -0.30760], [3.67111, 0.38425, -1.74356], [1.64312, -0.64940, -2.98876], [0.20478, -0.30685, -2.24355], [-4.17906, 0.74497, 1.52354], [-3.36642, 1.88371, 2.17872]],
  "atomic_forces_ev_per_a": [[0.46, -1.14, 1.59], [-1.19, 1.58, 0.12], [-0.55, 0.38, 1.23], [2.22, -3.34, -5.16], [-0.70, 0.88, -0.77], [1.39, -5.25, -0.35], [-0.46, -0.87, -1.24], [1.43, 3.25, 3.68], [1.43, 0.29, -0.35], [-0.84, 1.32, -0.61], [-0.80, 0.29, 0.47], [-0.87, 1.17, 1.94], [0.33, -0.44, 0.83], [1.60, 1.53, 0.72], [-0.93, 0.56, -1.24], [0.16, 1.05, 1.61], [-1.45, -0.05, 0.41], [1.11, -0.39, -1.11], [-2.10, -0.36, -0.46], [-1.01, -1.01, -1.06], [0.78, 0.55, -0.24]],
  "gap_ha": 0.269,
  "homo_ev": -10.86,
  "relative_energy_kj_mol": 250.7,
  "energy_ha": -433.0319,
  "spin_multiplicity": 1,
  "fmax_ev_per_a": 6.533,
  "charge": 1
}

(3)
{
  "formula": "C4H12NO",
  "method": "the ωB97M-V functional and the def2-TZVPD basis",
  "elements": ["C", "C", "C", "C", "N", "H", "H", "H", "H", "H", "H", "H", "H", "H", "H", "H", "H", "O"],
  "xyz": [[0.10971, 1.94236, 0.95784], [-1.04194, 1.17161, 0.33183], [-0.44642, -0.19722, -0.01787], [-0.95022, -2.12657, -1.37979], [-1.38542, -1.08180, -0.80650], [0.91906, 2.05383, 0.26890], [0.51040, 1.44042, 1.84435], [-0.22252, 2.88433, 1.39426], [-1.39522, 1.66431, -0.54708], [-1.95435, 0.96309, 0.89463], [-0.16329, -0.78040, 0.84765], [0.35730, -0.00498, -0.72570], [0.10853, -2.16425, -1.60463], [-1.60304, -2.80858, -1.91289], [-2.37598, -0.84945, -0.81990], [3.21349, -0.64458, 1.22021], [3.48890, -0.60981, -0.30534], [2.83099, -0.85229, 0.36002]],
  "atomic_forces_ev_per_a": [[-0.94, 0.10, 1.75], [0.15, -1.55, 0.17], [-0.70, 0.75, -1.44], [-0.24, 0.72, -1.58], [0.35, -0.08, 0.66], [0.39, 0.35, -0.50], [-0.02, -0.36, -0.21], [0.07, 0.25, -0.56], [-0.03, 0.37, -0.88], [0.27, 0.54, 0.76], [0.31, 0.08, 0.10], [0.49, -0.40, 0.42], [0.26, -0.50, 0.79], [-0.20, 0.00, 0.27], [-0.08, -0.29, 0.30], [0.13, -0.02, -0.18], [0.00, -0.05, 0.34], [-0.20, 0.08, -0.20]],
  "gap_ha": 0.360,
  "homo_ev": -14.90,
  "relative_energy_kj_mol": 150.7,
  "energy_ha": -289.3175,
  "spin_multiplicity": 1,
  "fmax_ev_per_a": 1.989,
  "charge": 1
}

(4)
{
  "formula": "C4H12NO",
  "method": "the ωB97M-V functional and the def2-TZVPD basis",
  "elements": ["C", "O", "C", "C", "C", "N", "H", "H", "H", "H", "H", "H", "H", "H", "H", "H", "H", "H"],
  "xyz": [[-0.65929, 0.05210, -1.24649], [-1.77617, -0.70954, -1.54676], [-0.58508, 0.12219, 0.32990], [0.43004, 1.03295, 0.78165], [1.90475, 0.76410, 0.28204], [-0.67029, -1.42272, 0.81416], [-0.95458, 1.08866, -1.65985], [0.27163, -0.44958, -1.63362], [-1.83983, -0.79551, -2.54846], [-1.68316, 0.31188, 0.44112], [0.44980, 0.77725, 1.89627], [0.15157, 2.09022, 0.68608], [2.02421, 1.20250, -0.74878], [2.22467, -0.29981, 0.11439], [2.54735, 1.35544, 1.03790], [0.07046, -1.98543, 0.46526], [-0.30398, -1.27499, 1.76091], [-1.60209, -1.85971, 0.77430]],
  "atomic_forces_ev_per_a": [[0.44, 0.89, 0.29], [-0.93, -1.50, -2.04], [-4.88, -1.88, -5.24], [2.50, -1.26, 3.50], [0.00, 1.41, -0.37], [1.62, 2.64, 1.50], [1.67, -1.09, 0.78], [-0.61, 1.01, -0.03], [-0.06, 0.06, 1.97], [1.07, 0.84, 1.05], [0.24, 1.08, -0.82], [-0.12, -0.49, -0.11], [0.03, -0.12, 1.10], [-0.41, 0.84, 0.86], [-0.58, -1.33, -1.52], [0.45, -0.96, -1.30], [-0.97, -0.53, 0.51], [0.53, 0.38, -0.15]],
  "gap_ha": 0.416,
  "homo_ev": -14.83,
  "relative_energy_kj_mol": 210.2,
  "energy_ha": -289.2948,
  "spin_multiplicity": 1,
  "fmax_ev_per_a": 7.405,
  "smiles": "CC[C@H]([NH3+])CO",
  "charge": 1
}

(5)
{
  "formula": "C4H12NO",
  "method": "the ωB97M-V functional and the def2-TZVPD basis",
  "elements": ["C", "C", "C", "C", "N", "O", "H", "H", "H", "H", "H", "H", "H", "H", "H", "H", "H", "H"],
  "xyz": [[-2.13361, 0.16444, 0.09227], [0.52473, -1.37512, -0.65619], [-0.80494, 0.73715, 0.01883], [0.23489, -0.27017, 0.40487], [1.84284, 0.95373, -0.03566], [0.27305, -0.53688, 1.73046], [-2.80880, 0.98008, 0.04246], [-2.31953, -0.51417, -0.70362], [-2.10062, -0.06949, 1.09887], [1.24204, -2.20267, -0.43436], [0.77394, -0.88712, -1.57877], [-0.49577, -1.76854, -0.76713], [-0.49418, 1.04344, -1.04097], [-0.77376, 1.69922, 0.51965], [2.22501, 1.61809, 0.65516], [2.51742, 0.26016, -0.55951], [1.50804, 1.52222, -0.81050], [0.78925, -1.35439, 2.02414]],
  "atomic_forces_ev_per_a": [[-0.52, 1.06, -0.58], [-0.73, 0.42, 1.58], [2.98, 1.74, -3.13], [1.71, -0.61, 1.01], [0.61, -1.92, -1.57], [0.73, -0.74, -1.23], [-0.98, 0.60, -0.37], [-0.49, -1.10, 0.03], [-1.29, -1.95, 1.97], [-0.59, 0.91, 0.23], [0.14, 0.11, -0.49], [0.36, -0.42, -0.23], [-0.68, -0.51, 1.07], [0.42, -0.24, 0.79], [0.31, -0.94, -0.33], [-0.96, 2.06, 2.06], [-0.18, 0.14, 0.15], [-0.83, 1.40, -0.97]],
  "gap_ha": 0.455,
  "homo_ev": -15.91,
  "relative_energy_kj_mol": 198.0,
  "energy_ha": -289.2994,
  "spin_multiplicity": 1,
  "fmax_ev_per_a": 4.659,
  "charge": 1
}

(6)
{
  "formula": "C4H12NO2",
  "method": "the ωB97M-V functional and the def2-TZVPD basis",
  "elements": ["C", "C", "C", "C", "O", "N", "H", "H", "H", "H", "H", "H", "H", "H", "H", "H", "H", "H", "O"],
  "xyz": [[-0.43048, -0.67754, 1.60143], [0.23332, 0.23757, 0.55370], [-0.76590, 0.64477, -0.51330], [-1.61845, -0.51410, -1.09669], [-2.71695, -0.80792, -0.40883], [0.91599, 1.39364, 1.09908], [-0.77257, -1.57244, 1.06093], [0.23377, -0.82177, 2.45232], [-1.37138, -0.22631, 1.90856], [0.95567, -0.39408, 0.04270], [-1.41485, 1.41758, -0.09241], [-0.18093, 1.14039, -1.30015], [-1.76264, -0.25000, -2.18157], [-0.87025, -1.38306, -1.19756], [0.34679, 2.03782, 1.61946], [1.86395, 1.22588, 1.36418], [2.11051, -1.13284, -1.39045], [2.39469, 0.26093, -1.84741], [2.84973, -0.57851, -1.67399]],
  "atomic_forces_ev_per_a": [[-0.39, 0.44, -0.83], [-0.73, -0.64, 0.36], [0.27, 0.28, -0.13], [0.27, -0.04, -0.12], [-0.06, -0.07, 0.02], [0.08, 0.00, -1.04], [0.33, -0.08, 0.56], [0.03, -0.39, 0.02], [-0.05, 0.16, 0.31], [0.49, 0.13, 0.10], [-0.32, -0.05, -0.02], [0.01, 0.03, -0.17], [-0.25, 0.08, -0.01], [-0.02, 0.08, 0.07], [0.25, -0.12, 0.31], [0.08, 0.22, 0.64], [0.13, -0.09, -0.03], [0.24, -0.18, 0.08], [-0.36, 0.26, -0.11]],
  "gap_ha": 0.232,
  "homo_ev": -2.44,
  "relative_energy_kj_mol": 106.7,
  "energy_ha": -364.8149,
  "spin_multiplicity": 1,
  "fmax_ev_per_a": 1.038,
  "charge": -1
}

Copy entry 3 word for word.
{
  "formula": "C4H12NO",
  "method": "the ωB97M-V functional and the def2-TZVPD basis",
  "elements": ["C", "C", "C", "C", "N", "H", "H", "H", "H", "H", "H", "H", "H", "H", "H", "H", "H", "O"],
  "xyz": [[0.10971, 1.94236, 0.95784], [-1.04194, 1.17161, 0.33183], [-0.44642, -0.19722, -0.01787], [-0.95022, -2.12657, -1.37979], [-1.38542, -1.08180, -0.80650], [0.91906, 2.05383, 0.26890], [0.51040, 1.44042, 1.84435], [-0.22252, 2.88433, 1.39426], [-1.39522, 1.66431, -0.54708], [-1.95435, 0.96309, 0.89463], [-0.16329, -0.78040, 0.84765], [0.35730, -0.00498, -0.72570], [0.10853, -2.16425, -1.60463], [-1.60304, -2.80858, -1.91289], [-2.37598, -0.84945, -0.81990], [3.21349, -0.64458, 1.22021], [3.48890, -0.60981, -0.30534], [2.83099, -0.85229, 0.36002]],
  "atomic_forces_ev_per_a": [[-0.94, 0.10, 1.75], [0.15, -1.55, 0.17], [-0.70, 0.75, -1.44], [-0.24, 0.72, -1.58], [0.35, -0.08, 0.66], [0.39, 0.35, -0.50], [-0.02, -0.36, -0.21], [0.07, 0.25, -0.56], [-0.03, 0.37, -0.88], [0.27, 0.54, 0.76], [0.31, 0.08, 0.10], [0.49, -0.40, 0.42], [0.26, -0.50, 0.79], [-0.20, 0.00, 0.27], [-0.08, -0.29, 0.30], [0.13, -0.02, -0.18], [0.00, -0.05, 0.34], [-0.20, 0.08, -0.20]],
  "gap_ha": 0.360,
  "homo_ev": -14.90,
  "relative_energy_kj_mol": 150.7,
  "energy_ha": -289.3175,
  "spin_multiplicity": 1,
  "fmax_ev_per_a": 1.989,
  "charge": 1
}